A gas-phase ion, C11H16N4 (charge +2). Source: the Open Molecules 2025 dataset; level of theory: the ωB97M-V functional and the def2-TZVPD basis.

Atoms and positions in Å:
1 H 2.990 -1.193 2.483
2 C 0.014 0.537 -0.089
3 N 2.353 -1.080 0.262
4 H -4.715 -1.791 0.092
5 H 0.767 3.901 -0.003
6 H -0.790 -1.894 -1.329
7 C 2.000 -0.458 -0.923
8 C -3.564 -0.130 0.726
9 C -2.729 -1.855 -0.631
10 H 1.452 -1.284 3.301
11 H -4.247 0.284 1.389
12 H -0.523 3.119 -0.858
13 C 0.476 2.997 -0.450
14 N 0.820 0.140 -1.164
15 C 0.396 1.784 0.606
16 C -3.782 -1.311 0.029
17 H 0.643 0.327 -2.085
18 H 1.411 1.694 0.965
19 H -2.839 -2.770 -1.173
20 C -2.332 0.457 0.725
21 N 2.865 -0.727 -1.962
22 H 3.678 -1.357 -1.819
23 H 2.943 -0.111 -2.742
24 C -1.256 -0.077 -0.020
25 C -1.491 -1.306 -0.725
26 C 1.456 -1.052 1.337
27 H 3.286 -1.508 0.196
28 H 1.094 2.601 -1.346
29 N 1.978 -1.286 2.487
30 H -2.012 1.441 1.220
31 H -0.342 1.909 1.502

Summary:
charge	+2
ΔE to the lowest compared entry with this formula, charge and spin	158.58	kJ/mol
spin multiplicity	1
HOMO-LUMO gap (alpha / beta)	7.27 / 7.28	eV
calculated total energy	-17608.30465	eV
LUMO level (alpha / beta)	-9.0 / -9.0	eV